Below is the molecule C14H17BrClF13O2P2 in a non-equilibrium geometry, with properties calculated with the ωB97M-V functional and the def2-TZVPD basis.

Properties
LUMO energy = -1.27 eV
E_tot = -5708.85036 a.u.
SMILES string = C[C@@H](Br)C[PH](CCC(F)(F)C(F)(F)C(F)(F)C(F)(F)C(F)(F)C(F)(F)F)(CC(=O)Cl)P(C)O
Orbital gap = 6.7 eV
Molecular weight = 641.6 Da

```
! RIJCOSX wB97M-V def2-TZVPD def2/J DEFGRID3
* xyz 0 1
C 4.194 -2.954 -0.471
C 2.870 -2.016 -0.055
Br 2.825 -1.950 1.912
C 2.961 -0.677 -0.928
P 2.235 0.931 -0.286
C 0.540 0.245 0.150
C -0.507 0.241 -1.155
C -1.127 -1.202 -1.536
F 0.025 -2.067 -1.993
F -1.950 -1.017 -2.790
C -1.956 -2.028 -0.444
F -2.983 -2.859 -1.178
F -1.023 -3.045 0.172
C -2.702 -1.274 0.769
F -1.809 -0.882 1.925
F -3.622 -2.308 1.383
C -3.603 0.034 0.429
F -3.842 0.326 -0.997
F -2.839 1.221 0.971
C -5.069 0.111 1.186
F -4.967 -0.057 2.684
F -5.507 1.550 1.020
C -6.252 -0.785 0.502
F -6.988 -1.497 1.608
F -7.233 0.140 -0.156
F -5.815 -1.784 -0.494
C 3.779 1.195 0.812
C 4.784 2.411 0.259
O 5.526 2.070 -0.827
Cl 4.923 4.069 1.077
P 1.621 2.938 0.382
C 0.000 3.512 -0.508
O 1.238 2.927 2.119
H 5.128 -2.232 -0.291
H 4.216 -3.220 -1.611
H 4.349 -3.861 0.252
H 1.938 -2.670 -0.415
H 2.449 -0.899 -1.985
H 4.110 -0.495 -1.204
H 2.368 1.485 -1.644
H 0.005 0.968 0.936
H 0.467 -0.823 0.605
H 0.184 0.575 -2.070
H -1.315 1.116 -1.075
H 3.417 1.389 1.923
H 4.471 0.225 0.822
H 0.066 3.050 -1.598
H -0.965 3.212 0.080
H 0.087 4.690 -0.675
H 1.301 1.970 2.410
*
```